# C42H36ClLaN2P2

C42H36ClLaN2P2 as an isolated structure in a non-equilibrium geometry (ωB97M-V/def2-TZVPD, the Open Molecules 2025 dataset).

Frontier orbital gap (alpha / beta) in eV: 3.998 / 3.911

Structure (ORCA input):
```
! wB97M-V def2-TZVPD RIJCOSX def2/J DEFGRID3
* xyz 2 1
La -0.15 0.10 -0.06
Cl -2.06 1.71 -0.88
P 1.00 -0.15 -2.57
P -1.29 -0.31 2.40
C 2.03 1.29 -2.65
C -0.43 -0.03 -3.60
C 1.86 -1.68 -2.58
C -0.36 -1.52 3.26
C -1.21 1.32 3.11
C -2.95 -0.76 1.94
C 3.38 1.05 -2.94
C 4.17 2.14 -3.25
C 3.64 3.43 -3.22
C 2.30 3.65 -2.89
C 1.47 2.58 -2.58
H 3.74 0.01 -2.95
H 5.21 1.95 -3.51
H 4.28 4.27 -3.47
H 1.89 4.66 -2.87
H 0.42 2.73 -2.31
C 2.84 -2.02 -1.62
C 3.59 -3.16 -1.87
C 3.34 -3.93 -3.01
C 2.34 -3.58 -3.92
C 1.56 -2.45 -3.71
H 3.00 -1.40 -0.73
H 4.37 -3.43 -1.16
H 3.94 -4.81 -3.20
H 2.13 -4.17 -4.81
H 0.76 -2.12 -4.39
C -0.08 0.60 -4.80
C -1.03 0.62 -5.81
C -2.28 0.05 -5.60
C -2.62 -0.54 -4.38
C -1.70 -0.59 -3.35
H 0.93 1.04 -4.90
H -0.74 1.09 -6.75
H -3.00 0.07 -6.40
H -3.61 -0.97 -4.22
H -1.95 -1.02 -2.37
C -2.34 2.14 2.92
C -2.42 3.31 3.66
C -1.37 3.68 4.50
C -0.21 2.90 4.60
C -0.10 1.71 3.88
H -3.14 1.81 2.26
H -3.34 3.90 3.58
H -1.45 4.60 5.07
H 0.61 3.20 5.24
H 0.79 1.07 3.95
C 0.98 -1.86 3.02
C 1.58 -2.76 3.88
C 0.83 -3.32 4.92
C -0.50 -2.99 5.12
C -1.13 -2.08 4.28
H 1.55 -1.43 2.19
H 2.62 -3.02 3.72
H 1.30 -4.03 5.59
H -1.11 -3.41 5.92
H -2.17 -1.79 4.39
C -3.76 -0.66 3.08
C -5.08 -1.08 2.96
C -5.56 -1.54 1.74
C -4.74 -1.58 0.60
C -3.42 -1.18 0.69
H -3.34 -0.27 4.02
H -5.69 -1.04 3.86
H -6.59 -1.86 1.67
H -5.13 -1.93 -0.36
H -2.78 -1.18 -0.20
H 1.12 -1.37 0.42
H -0.83 -1.57 -0.48
N 1.92 6.28 1.10
C 2.06 5.13 1.11
C 2.24 3.70 1.13
C 3.42 3.09 1.67
C 3.56 1.70 1.68
C 2.54 0.94 1.18
N 1.46 1.55 0.71
C 1.26 2.90 0.64
H 4.19 3.74 2.05
H 4.45 1.19 2.08
H 2.56 -0.17 1.14
H 0.30 3.23 0.16
*
```